(1)
Density functional theory data (ωB97M-V with the def2-TZVPD basis set) for a cluster of 2 separate species, C8H19NO in total.

Structure (XYZ):
```
29
Properties=species:S:1:pos:R:3:lowdin_charge:R:1
C 2.034 -0.605 0.048 -0.311
C 3.039 -1.579 -0.509 -0.200
C -0.231 -0.968 0.952 -0.141
C 0.793 -2.056 -2.484 -0.151
C 0.248 -1.969 -1.088 -0.531
O -0.854 -2.517 -0.899 -0.033
N 0.623 -0.888 -0.223 -0.096
H 2.172 -0.553 1.131 0.081
H 2.281 0.428 -0.208 0.077
H 3.491 -2.274 0.228 0.059
H 4.067 -1.250 -0.736 0.052
H -1.240 -0.787 0.763 0.031
H 0.587 -1.161 -3.126 0.046
H 2.790 -2.296 -1.278 0.025
H -0.025 -1.597 1.831 0.078
H 0.206 -0.141 1.564 0.065
H 1.831 -2.329 -2.650 0.035
H 0.249 -2.812 -3.054 0.059
C -1.906 2.617 0.360 -0.332
C -2.910 1.486 0.602 -0.147
C -1.074 2.904 1.602 -0.155
H -1.346 2.387 -0.537 0.080
H -2.583 3.472 0.245 0.089
H -3.756 1.668 1.264 0.065
H -0.456 2.057 1.874 0.044
H -0.464 3.806 1.529 0.052
H -2.452 0.509 0.778 0.036
H -3.349 1.256 -0.376 0.061
H -1.764 3.193 2.401 0.065
```

Properties
- Kohn-Sham gap (alpha / beta): 2.6 / 8.9 eV
- Total charge: -1
- Relative energy (zero: lowest compared OMol25 entry of this formula, charge and spin): 2.1309 eV
- Spin multiplicity: 2
- HOMO level (alpha / beta): 1.1 / -5.3 eV

(2)
Density functional theory data (ωB97M-V with the def2-TZVPD basis set) for an isolated molecule of Cl2P2S.

Structure (XYZ):
```
5
Properties=species:S:1:pos:R:3:lowdin_charge:R:1
P -0.116 0.709 1.110 -0.087
P -1.105 -0.936 -0.209 -0.043
S 0.754 -1.196 0.927 0.042
Cl -0.472 -0.359 -2.107 0.022
Cl 1.052 1.961 0.060 0.066
```

Properties
- Kohn-Sham gap (alpha / beta): 5.9 / 6.6 eV
- Relative energy (zero: lowest compared OMol25 entry of this formula, charge and spin): 1.3472 eV
- Spin multiplicity: 3
- HOMO level (alpha / beta): -6.0 / -10.1 eV

(3)
Density functional theory data (ωB97M-V with the def2-TZVPD basis set) for a structure of composition C30H36O7S3Sc.

Structure (XYZ):
```
77
Properties=species:S:1:pos:R:3:lowdin_charge:R:1
Sc -0.437 -0.085 0.052 0.911
O -1.854 -0.871 -1.263 -0.600
S -3.120 -1.649 -1.449 0.998
C -4.503 -0.351 -1.639 -0.297
C -4.805 0.416 -0.364 -0.246
C -4.803 1.934 -0.553 -0.229
C -3.403 2.487 -0.737 -0.252
S -2.243 2.334 0.740 1.092
O -2.127 0.863 0.925 -0.518
C -3.417 2.867 1.971 -0.359
C -3.662 4.237 2.090 -0.078
C -4.508 4.695 3.074 -0.085
C -5.109 3.799 3.953 -0.078
C -4.838 2.435 3.846 -0.064
C -3.991 1.969 2.865 -0.049
C -3.596 -2.236 0.158 -0.456
C -2.649 -2.259 1.188 -0.132
C -2.965 -2.823 2.400 -0.115
C -4.223 -3.401 2.606 -0.154
C -5.148 -3.419 1.565 -0.142
C -4.844 -2.861 0.345 -0.155
H -5.361 -0.916 -2.001 0.072
H -4.134 0.294 -2.436 0.073
H -4.044 0.183 0.382 0.076
H -5.769 0.099 0.042 0.118
H -5.252 2.394 0.330 0.101
H -5.422 2.202 -1.419 0.117
H -3.422 3.552 -0.959 0.090
H -2.874 1.958 -1.529 0.079
H -3.175 4.915 1.404 0.114
H -4.703 5.755 3.162 0.102
H -5.778 4.163 4.718 0.098
H -5.298 1.743 4.537 0.107
H -3.756 0.919 2.776 0.121
H -1.661 -1.833 1.014 0.049
H -2.228 -2.821 3.190 0.097
H -4.477 -3.825 3.565 0.070
H -6.118 -3.878 1.716 0.090
H -5.564 -2.886 -0.462 0.083
O 2.233 0.364 1.735 0.125
C 1.053 0.539 1.962 -0.428
O 0.126 -0.415 2.056 -0.068
C 0.290 1.828 1.689 -0.610
O -0.272 2.568 2.477 0.066
O 0.258 1.867 0.422 -0.138
C 1.907 0.698 -3.995 -0.060
C 1.420 0.996 -2.567 -0.647
C 0.161 1.876 -2.688 -0.068
C 2.497 1.765 -1.800 -0.062
C 1.031 -0.298 -1.833 -0.425
H 2.056 1.622 -4.555 0.077
H 1.170 0.095 -4.525 0.081
H 2.851 0.161 -3.976 0.056
H 0.376 2.784 -3.255 0.084
H -0.189 2.163 -1.697 0.049
H -0.629 1.326 -3.199 0.083
H 2.685 2.733 -2.263 0.085
H 3.432 1.205 -1.785 0.075
H 2.172 1.923 -0.775 0.066
H 0.721 -1.040 -2.579 0.068
C 1.587 -2.766 -0.872 -0.237
S 2.302 -1.078 -0.849 1.029
O 0.414 -1.521 1.169 -0.242
C 3.907 -1.592 -1.560 -0.437
C 4.927 -1.613 -0.605 -0.151
C 6.217 -1.926 -0.961 -0.140
C 6.533 -2.174 -2.301 -0.159
C 5.525 -2.125 -3.256 -0.140
C 4.218 -1.853 -2.900 -0.148
H 1.990 -3.292 -0.014 0.059
H 1.859 -3.272 -1.795 0.060
H 0.513 -2.657 -0.746 0.027
H 4.669 -1.389 0.420 0.095
H 6.988 -1.983 -0.206 0.084
H 7.551 -2.403 -2.585 0.072
H 5.768 -2.313 -4.295 0.088
H 3.444 -1.849 -3.655 0.082
```

Properties
- Kohn-Sham gap (alpha / beta): 3.3 / 2.8 eV
- Total charge: -1
- Relative energy (zero: lowest compared OMol25 entry of this formula, charge and spin): 7.6152 eV
- HOMO level (alpha / beta): -1.2 / -0.7 eV

(4)
Density functional theory data (ωB97M-V with the def2-TZVPD basis set) for a structure of composition C4H5NO.

Structure (XYZ):
```
11
Properties=species:S:1:pos:R:3:lowdin_charge:R:1
O 1.357 -0.181 1.144 -0.007
C 0.645 0.597 0.251 -0.355
C 0.401 0.028 -1.100 -0.040
C -0.755 0.155 -0.106 -0.267
C -1.692 -1.553 0.162 0.080
N -1.178 -0.876 1.008 -0.004
H 0.756 -0.503 1.831 0.086
H 0.759 1.668 0.380 0.144
H 0.407 0.705 -1.961 0.115
H 0.803 -0.958 -1.293 0.117
H -1.504 0.919 -0.316 0.131
```

Properties
- Kohn-Sham gap: 11.5 eV
- Relative energy (zero: lowest compared OMol25 entry of this formula, charge and spin): 3.6750 eV
- HOMO level: -10.5 eV

(5)
Density functional theory data (ωB97M-V with the def2-TZVPD basis set) for a structure of composition C29H46EuP2Se.

Structure (XYZ):
```
79
Properties=species:S:1:pos:R:3:lowdin_charge:R:1
Eu -0.137 -0.260 1.874 1.891
C -2.173 -1.487 3.346 -0.298
C -1.784 -2.559 2.493 -0.274
C 0.041 -1.999 3.791 -0.343
C -1.047 -1.127 4.151 -0.340
C -0.417 -2.857 2.748 -0.308
C -3.503 -0.830 3.365 -0.051
H -3.999 -0.899 2.386 0.066
H -3.426 0.237 3.617 0.070
H -4.184 -1.286 4.103 0.103
C -0.972 0.101 4.980 -0.047
H -1.904 0.679 4.926 0.077
H -0.167 0.788 4.653 0.046
H -0.777 -0.135 6.038 0.107
C 1.452 -1.900 4.242 -0.072
H 1.582 -2.299 5.258 0.102
H 1.823 -0.860 4.237 -0.012
H 2.129 -2.449 3.570 0.079
C 0.425 -3.819 1.985 -0.041
H 0.474 -4.802 2.476 0.101
H 1.460 -3.461 1.882 0.074
H 0.031 -3.980 0.973 0.064
C -2.644 -3.213 1.473 -0.037
H -3.037 -4.177 1.835 0.103
H -2.085 -3.422 0.547 0.065
H -3.508 -2.592 1.213 0.062
C -1.178 1.691 0.212 -0.190
C -2.252 0.865 0.292 -0.167
C -2.714 -0.129 -0.732 -0.161
C -1.632 -0.835 -1.591 -0.181
C -0.410 -1.346 -0.885 -0.130
C 0.739 -0.640 -0.710 -0.198
C 0.969 0.808 -1.057 -0.193
C -0.212 1.813 -0.940 -0.177
H -3.422 0.374 -1.415 0.138
H -1.355 -0.192 -2.448 0.040
H -3.311 -0.906 -0.225 0.096
H -0.746 1.857 -1.901 0.095
H -1.016 2.427 1.035 0.118
H -2.952 1.001 1.134 0.110
H 0.246 2.811 -0.831 0.127
H 1.802 1.188 -0.434 0.078
H 1.639 -1.167 -0.344 0.122
H 1.345 0.854 -2.095 0.124
H -2.111 -1.715 -2.048 0.127
H -0.428 -2.412 -0.608 0.096
P -0.714 0.847 -4.935 0.779
C -0.802 2.691 -4.964 -0.325
C -2.088 0.536 -6.131 -0.307
P 1.545 -0.921 -5.704 0.756
C 0.711 0.691 -6.121 -0.604
C 1.035 -1.890 -7.194 -0.326
C 3.218 -0.457 -6.330 -0.335
H 0.065 3.102 -4.431 0.031
H -1.721 3.003 -4.451 0.033
H -0.806 3.051 -6.001 0.045
H -1.986 1.184 -7.011 0.044
H -3.029 0.765 -5.613 0.034
H -2.100 -0.517 -6.435 0.031
H 3.154 -0.080 -7.358 0.044
H 3.854 -1.349 -6.293 0.034
H 3.642 0.312 -5.674 0.030
H 1.420 1.519 -5.950 0.046
H 0.362 0.698 -7.168 0.054
H 1.635 -2.809 -7.202 0.036
H 1.225 -1.320 -8.112 0.041
H -0.024 -2.162 -7.127 0.025
Se 2.294 1.297 2.620 0.556
C 2.523 2.279 4.178 -0.717
C 2.343 1.700 5.460 -0.151
C 2.744 2.375 6.613 -0.083
C 3.309 3.659 6.522 -0.080
C 3.428 4.285 5.264 -0.083
C 2.997 3.625 4.113 -0.138
H 1.923 0.696 5.536 0.067
H 2.620 1.889 7.583 0.107
H 3.648 4.167 7.420 0.101
H 3.859 5.287 5.186 0.108
H 3.061 4.106 3.135 0.091
```

Properties
- Kohn-Sham gap (alpha / beta): 4.5 / 6.6 eV
- Total charge: +1
- Spin multiplicity: 7
- HOMO level (alpha / beta): -10.0 / -10.0 eV

| no. | F_max (eV Å⁻¹) |
| --- | --- |
| 1 | 4.84 |
| 2 | 2.53 |
| 3 | 3.65 |
| 4 | 1.02 |
| 5 | 2.69 |